The following is a DFT calculation (wB97M-V/def2-TZVPD) of an isolated molecule of C3H5NOS2.

Each line ends with the Mulliken charge.
CARTESIAN COORDINATES (ANGSTROEM)
C (0.370, -1.000, -0.939)  0.20
C (-0.139, 0.641, 0.680)  -0.49
C (-0.739, 1.309, -0.503)  -0.43
N (-0.200, -0.801, 0.444)  -0.03
O (0.486, -1.539, 1.399)  -0.34
S (1.123, -2.354, -1.436)  -0.33
S (-0.139, 0.354, -1.984)  -0.08
H (0.989, 0.825, 0.912)  0.27
H (-0.661, 0.981, 1.619)  0.31
H (-1.903, 1.170, -0.565)  0.27
H (-0.454, 2.394, -0.550)  0.36
H (1.268, -1.981, 0.924)  0.29

Results
* SMILES: ON1CCSC1=S
* highest occupied orbital energy: -9.2168 eV
* frontier orbital gap: 9.13 eV
* F_max: 3.46 eV/A
* energy above the lowest of the compared OMol25 structures with the same formula, charge and spin: 53.9 kcal per mole
* net charge: 0